Entry 1:
Entry from the Open Molecules 2025 dataset: a single C18H21FN2O molecule (wB97M-V/def2-TZVPD).

Calculated total energy = -983.115414 Ha
Orbital gap = 8.7 eV
SMILES = Cc1cc(C(=O)CN2CCCC2)c(C)n1-c1ccc(F)cc1
Energy above the lowest of the compared OMol25 structures with the same formula, charge and spin = 16.1 kcal/mol

XYZ file:
```
43
Properties=species:S:1:pos:R:3:forces:R:3
C 1.761847 2.103505 1.854884 -0.014 -0.024 -0.076
C 1.039936 0.900318 1.354919 -0.303 0.368 0.422
C -0.265710 0.548674 1.510098 0.335 -0.046 -0.124
C -0.444954 -0.729624 0.909833 0.790 -0.092 -0.006
C -1.680647 -1.474386 0.759776 -0.214 0.039 0.061
O -1.728337 -2.665292 0.513656 -0.079 -0.078 0.000
C -2.951632 -0.643133 0.871848 -0.197 -0.092 -0.152
N -2.857481 0.523957 0.006501 0.045 0.002 0.211
C -4.068487 1.328681 0.001736 -0.115 0.155 0.009
C -5.023486 0.706441 -1.043022 -0.044 0.051 0.098
C -4.096903 -0.117557 -1.950409 0.130 -0.060 0.022
C -2.688065 0.171666 -1.394735 0.018 0.010 -0.228
C 0.790797 -1.119785 0.415342 -0.585 -0.234 -0.119
C 1.138205 -2.341530 -0.350166 0.016 -0.057 -0.091
N 1.679523 -0.117460 0.672075 -0.347 -0.147 0.107
C 3.015019 -0.083694 0.234280 0.580 0.008 -0.224
C 3.892266 -1.112733 0.563518 -0.141 0.252 -0.009
C 5.198420 -1.085067 0.111839 0.179 0.128 -0.174
C 5.615964 -0.017022 -0.662378 -0.130 -0.013 0.048
F 6.889253 0.013719 -1.104077 -0.103 -0.004 0.042
C 4.763647 1.019641 -0.998670 0.239 -0.127 0.042
C 3.457455 0.978748 -0.549808 -0.092 -0.232 0.096
H 2.795009 1.861986 2.101743 0.033 0.084 0.065
H 1.265242 2.475704 2.747661 0.008 0.032 0.037
H 1.765444 2.905102 1.116273 0.091 0.102 -0.007
H -1.018053 1.122651 2.007707 -0.147 0.227 0.117
H -3.052480 -0.292958 1.903559 -0.035 -0.045 0.022
H -3.806901 -1.296163 0.640273 0.093 -0.046 0.077
H -3.785747 2.339481 -0.306548 -0.101 0.023 0.041
H -4.506325 1.381462 0.998111 0.039 0.055 0.030
H -5.764685 0.071866 -0.557632 -0.049 0.018 -0.042
H -5.553655 1.481049 -1.594895 -0.080 -0.010 0.024
H -4.317309 -1.181871 -1.872092 -0.037 -0.011 -0.055
H -4.176592 0.167800 -2.997119 -0.020 -0.053 -0.063
H -2.254675 1.039991 -1.899901 0.032 -0.070 -0.060
H -2.006943 -0.670106 -1.507101 0.071 0.044 -0.075
H 1.540030 -3.113086 0.307346 0.042 -0.093 -0.028
H 1.873712 -2.128130 -1.125303 0.040 -0.036 -0.025
H 0.234262 -2.747784 -0.796868 0.033 -0.024 -0.014
H 3.550350 -1.928357 1.180373 -0.049 -0.078 0.071
H 5.891492 -1.874836 0.353055 0.088 -0.070 0.023
H 5.122635 1.833835 -1.606866 0.058 0.081 -0.074
H 2.768563 1.764286 -0.818803 -0.077 0.061 -0.020
```
Positions in Å, forces in eV/Å.

Here is what natural (NBO) gives for the atomic charges, in e:
1. C -0.64
2. C 0.13
3. C -0.23
4. C -0.26
5. C 0.58
6. O -0.57
7. C -0.32
8. N -0.43
9. C -0.22
10. C -0.43
11. C -0.43
12. C -0.23
13. C 0.24
14. C -0.66
15. N -0.36
16. C 0.13
17. C -0.20
18. C -0.26
19. C 0.39
20. F -0.32
21. C -0.26
22. C -0.20
23. H 0.22
24. H 0.23
25. H 0.21
26. H 0.22
27. H 0.21
28. H 0.19
29. H 0.19
30. H 0.20
31. H 0.21
32. H 0.21
33. H 0.21
34. H 0.21
35. H 0.19
36. H 0.21
37. H 0.22
38. H 0.22
39. H 0.26
40. H 0.23
41. H 0.23
42. H 0.23
43. H 0.23



Entry 2:
Entry from the Open Molecules 2025 dataset: a molecular structure, C44H41BCoN12O2S2 (wB97M-V/def2-TZVPD).

Calculated total energy = -4712.844030 Ha
2S+1 = 5
Orbital gap (alpha / beta) = 7.8 / 6.1 eV
Net charge = +1

XYZ file:
```
103
Properties=species:S:1:pos:R:3:forces:R:3
Co -0.753387 -0.212679 -1.628894 -0.218 0.164 0.032
C -3.199960 3.621442 1.055465 -0.039 0.042 0.028
C -1.974249 3.056823 0.425789 -0.104 -0.010 -0.014
C -0.684962 3.514200 0.527494 0.072 0.007 -0.028
C 0.115720 2.617293 -0.187878 -0.147 -0.190 -0.025
N -0.681088 1.659257 -0.727878 0.312 0.229 0.148
N -1.957224 1.951233 -0.333571 0.110 0.124 0.008
B -3.140597 0.978927 -0.492000 -0.219 -0.006 -0.086
N -2.813849 -0.332856 0.268651 0.054 -0.217 -0.086
N -1.698903 -1.054074 -0.029723 0.185 -0.076 0.073
C -1.644495 -2.084643 0.815688 -0.028 0.090 -0.114
C -2.760134 -2.043586 1.659601 0.096 0.061 0.069
C -3.463378 -0.912549 1.293917 0.010 0.081 -0.008
C -4.695057 -0.334975 1.899187 -0.039 -0.029 0.025
C -0.522227 -3.037789 0.818522 -0.027 -0.067 -0.063
C 0.436706 -3.060975 -0.191837 0.068 -0.078 0.004
C 1.505680 -3.942229 -0.143949 -0.023 0.010 -0.014
C 1.626778 -4.833907 0.910394 0.001 -0.034 0.028
C 0.665079 -4.838624 1.911904 0.026 -0.005 0.008
C -0.394845 -3.947818 1.867741 -0.004 0.051 0.008
N -3.414080 0.638012 -1.984133 0.154 -0.194 0.028
N -2.539661 -0.204430 -2.595013 -0.026 0.119 0.060
C -3.142072 -0.700690 -3.673760 -0.004 0.141 0.044
C -4.406075 -0.120804 -3.805775 -0.084 -0.048 0.055
C -4.552460 0.701306 -2.699062 0.040 0.006 -0.003
C -5.721705 1.522200 -2.276068 -0.025 0.023 -0.009
C -2.487995 -1.772233 -4.433670 0.066 -0.032 -0.064
C -1.909533 -2.830716 -3.730480 0.026 -0.029 -0.029
C -1.211856 -3.820469 -4.407430 0.018 0.001 0.011
C -1.096180 -3.764779 -5.790171 -0.007 -0.011 -0.014
C -1.703317 -2.733565 -6.496430 -0.002 -0.003 -0.010
C -2.401647 -1.741658 -5.823090 0.009 0.008 0.025
C 1.598239 2.758662 -0.238570 -0.021 0.116 -0.070
C 2.148848 3.944478 0.268692 0.009 -0.008 -0.037
C 3.511301 4.175576 0.289667 -0.034 0.029 -0.014
C 4.388452 3.224551 -0.205534 0.037 -0.026 -0.046
C 3.875958 2.045526 -0.710494 0.010 -0.041 0.044
C 2.507219 1.815812 -0.720122 0.144 0.110 0.104
H -2.951206 4.560869 1.545136 0.007 -0.005 -0.010
H -3.981960 3.811459 0.320849 0.007 -0.005 0.005
H -3.598645 2.942908 1.810291 0.024 -0.003 -0.006
H -0.385879 4.376202 1.092842 0.022 -0.002 0.010
H -4.111896 1.476976 -0.025987 -0.042 -0.009 0.007
H -3.012446 -2.711821 2.464668 -0.011 -0.021 -0.038
H -5.034254 -0.971160 2.713762 0.009 -0.005 -0.006
H -4.492838 0.656304 2.305674 0.007 -0.012 0.006
H -5.501653 -0.249612 1.170429 0.011 0.008 0.000
H 0.367891 -2.401936 -1.048226 -0.067 0.065 -0.023
H 2.244608 -3.932097 -0.935476 -0.011 -0.009 0.007
H 2.457780 -5.525873 0.947579 -0.004 0.017 0.007
H 0.741045 -5.537907 2.735333 0.007 0.002 -0.015
H -1.123927 -3.947704 2.668751 -0.002 -0.010 -0.024
H -5.144739 -0.322309 -4.563102 0.021 0.003 0.004
H -6.489250 1.496296 -3.046377 0.007 -0.009 0.002
H -6.153137 1.144574 -1.348391 0.003 0.002 -0.007
H -5.434765 2.560989 -2.111920 0.001 -0.012 0.003
H -2.030438 -2.890283 -2.653808 0.016 0.048 -0.003
H -0.767058 -4.638964 -3.855351 -0.006 0.011 -0.013
H -0.548475 -4.533579 -6.319471 -0.012 0.003 0.003
H -1.630014 -2.700850 -7.575693 0.001 0.000 0.005
H -2.859881 -0.926794 -6.370255 0.010 -0.002 0.008
H 1.502171 4.718657 0.649749 -0.041 0.003 -0.025
H 3.887472 5.108454 0.689648 -0.012 -0.002 -0.004
H 5.456065 3.400508 -0.205227 -0.011 -0.009 0.010
H 4.527907 1.283314 -1.115632 -0.016 -0.015 0.006
H 1.526496 0.001896 -0.590768 -0.027 -0.083 -0.022
N 4.947334 4.253630 4.490734 0.009 0.053 -0.007
C 4.666414 3.107930 3.813114 0.017 -0.052 -0.011
C 3.346668 2.802410 3.444535 0.023 0.002 0.025
C 3.057318 1.639618 2.769477 0.007 -0.022 -0.097
C 4.089922 0.748109 2.480362 -0.105 0.005 0.335
C 5.406804 1.027369 2.836988 0.071 0.004 -0.046
C 5.694253 2.202355 3.490232 -0.024 0.008 0.020
S 3.734720 -0.740592 1.637020 0.150 0.195 -0.582
O 2.300698 -0.745863 1.338775 -0.115 -0.183 0.170
O 4.349223 -1.889939 2.269833 -0.013 -0.067 0.207
N 2.029064 0.586532 -1.247237 -0.077 0.084 0.471
C 1.862557 0.424005 -2.570474 0.027 -0.042 -0.470
N 0.791493 -0.288565 -2.965191 -0.045 -0.310 -0.045
C 0.711922 -0.596537 -4.275238 0.045 0.068 0.009
C 1.622975 -0.117846 -5.181512 -0.123 -0.097 -0.029
C 2.609109 0.726900 -4.681789 0.062 0.043 -0.011
N 2.748025 0.986100 -3.396691 -0.035 0.020 0.037
H 4.234183 4.940751 4.648737 -0.012 -0.006 0.003
H 5.896148 4.524406 4.670336 0.007 -0.016 0.001
H 2.546477 3.490016 3.692311 0.005 -0.011 0.000
H 2.035647 1.415076 2.478531 0.028 0.008 0.034
H 6.198997 0.326112 2.605176 -0.020 -0.004 0.010
H 6.714936 2.427954 3.772671 -0.007 0.000 0.011
H -0.123287 -1.207901 -4.579208 -0.055 -0.045 0.006
H 1.545300 -0.355678 -6.231181 0.006 0.004 0.011
H 3.322202 1.203479 -5.346143 -0.003 -0.002 0.016
S -0.637778 0.873323 2.695879 -0.090 0.129 -0.064
C -0.503897 -0.414539 3.737091 -0.033 -0.018 0.244
N 0.565260 -1.270758 3.623311 -0.064 -0.185 0.255
C 0.822868 -2.284255 4.471685 -0.132 0.058 0.038
C -0.031167 -2.513109 5.504346 0.044 0.036 -0.090
C -1.154860 -1.657328 5.564243 0.021 -0.086 0.068
N -1.393715 -0.672283 4.740819 -0.069 0.030 -0.050
H 1.180728 -1.117870 2.838720 0.209 0.121 -0.421
H 1.710582 -2.863701 4.257938 0.006 -0.017 0.026
H 0.128018 -3.304632 6.218713 0.004 0.007 -0.003
H -1.893157 -1.812447 6.346882 -0.001 0.025 -0.028
```
Positions in Å, forces in eV/Å.

These are the Mulliken partial charges, in e, on atoms 1 to 99:
1. Co 0.15
2. C -1.55
3. C 0.31
4. C -0.92
5. C 0.75
6. N -0.19
7. N 0.92
8. B -1.34
9. N 0.53
10. N 1.49
11. C -1.21
12. C -0.78
13. C 0.48
14. C -1.50
15. C 1.50
16. C -0.09
17. C -1.10
18. C -0.62
19. C -0.78
20. C -1.08
21. N 0.89
22. N -0.35
23. C -0.33
24. C -1.09
25. C 0.82
26. C -1.43
27. C 0.32
28. C 0.04
29. C -0.65
30. C -0.49
31. C -0.77
32. C -0.34
33. C 1.05
34. C -1.35
35. C -0.84
36. C -0.92
37. C -0.43
38. C 0.25
39. H 0.46
40. H 0.26
41. H 0.24
42. H 0.41
43. H -0.07
44. H 0.66
45. H 0.42
46. H 0.19
47. H 0.26
48. H 0.88
49. H 0.48
50. H 0.43
51. H 0.47
52. H 0.33
53. H 0.55
54. H 0.39
55. H 0.23
56. H 0.29
57. H 0.51
58. H 0.49
59. H 0.42
60. H 0.43
61. H 0.48
62. H 0.28
63. H 0.46
64. H 0.43
65. H 0.49
66. H -0.44
67. N -0.49
68. C 1.05
69. C -0.84
70. C -0.21
71. C 0.33
72. C -0.96
73. C -0.81
74. S 0.62
75. O -0.06
76. O -0.56
77. N 0.94
78. C 0.76
79. N 0.17
80. C 0.38
81. C -0.82
82. C -0.55
83. N -0.53
84. H 0.20
85. H 0.19
86. H 0.35
87. H 0.23
88. H 0.45
89. H 0.36
90. H -0.07
91. H 0.48
92. H 0.43
93. S -0.09
94. C 0.22
95. N 0.65
96. C 0.03
97. C -0.90
98. C -0.08
99. N -0.52